Entry 1:
Here is a structure of composition C3H6OS from the OMol25 dataset. Energies are from ωB97M-V/def2-TZVPD.

ΔE to the lowest compared entry with this formula, charge and spin   1.219 eV
HOMO energy   -8.5 eV
LUMO   0.78 eV
Energy   -591.28819 a.u.
Kohn-Sham gap   9.3 eV
Net charge   0

Each line ends with the natural charge from an NBO analysis.
Cartesian coordinates (Å):
C1 0.765 0.300 0.564  0.07
C2 0.010 -1.076 0.649  -0.50
C3 -0.259 1.162 -0.145  -0.52
H1 2.679 -0.013 0.309  0.48
H2 1.021 0.804 1.465  0.17
H3 0.554 -1.821 0.080  0.22
H4 -0.426 -1.479 1.573  0.22
H5 0.188 1.610 -1.002  0.23
H6 -0.905 1.899 0.414  0.22
O1 1.898 0.154 -0.256  -0.71
S1 -1.337 -0.284 -0.450  0.12

=====

Entry 2:
Here is a cluster of 2 separate species, C10H10N2 in total from the OMol25 dataset. Energies are from ωB97M-V/def2-TZVPD.

ΔE to the lowest compared entry with this formula, charge and spin   3.454 eV
SMILES   c1ccncc1.c1ccncc1
HOMO energy   -8.7 eV
LUMO   0.84 eV
Energy   -496.47017 a.u.
Kohn-Sham gap   9.5 eV
Net charge   0

Each line ends with the natural charge from an NBO analysis.
Cartesian coordinates (Å):
C1 -1.835 -1.140 0.319  0.03
C2 -3.107 -1.045 -0.045  -0.26
C3 -3.688 0.146 -0.358  -0.16
C4 -2.857 1.337 -0.346  -0.25
C5 -1.511 1.027 -0.138  0.03
C6 1.300 -0.747 0.398  0.05
C7 1.384 0.575 0.759  -0.26
C8 2.474 1.326 0.344  -0.20
C9 3.400 0.654 -0.344  -0.27
C10 3.325 -0.715 -0.540  0.04
H1 -1.401 -2.100 0.505  0.19
H2 -3.909 -1.923 0.175  0.22
H3 -4.726 0.221 -0.646  0.22
H4 -3.288 2.336 -0.553  0.23
H5 -0.662 1.717 -0.319  0.20
H6 0.480 -1.494 0.614  0.20
H7 0.658 1.066 1.433  0.23
H8 2.596 2.420 0.381  0.22
H9 4.253 1.257 -0.832  0.21
H10 4.243 -1.254 -0.944  0.19
N1 -1.034 -0.127 0.317  -0.43
N2 2.240 -1.408 -0.334  -0.43

=====

Entry 3:
Here is the ion C15H22BrClNO with charge +1 from the OMol25 dataset. Energies are from ωB97M-V/def2-TZVPD.

SMILES   Cc1cc(Cl)c(OCCC[NH2+]C2CCCC2)c(Br)c1
HOMO energy   -11.9 eV
LUMO   -2.40 eV
Energy   -3748.76402 a.u.
Kohn-Sham gap   9.5 eV
Net charge   +1

Each line ends with the natural charge from an NBO analysis.
Cartesian coordinates (Å):
C1 3.505 -3.795 1.711  -0.63
C2 2.362 -3.016 1.152  0.03
C3 2.489 -1.653 0.901  -0.27
C4 1.416 -0.956 0.391  0.01
C5 0.185 -1.551 0.127  0.17
C6 0.062 -2.913 0.403  -0.05
C7 1.141 -3.629 0.898  -0.22
H1 1.019 -4.681 1.099  0.24
Cl1 -1.451 -3.714 0.154  0.04
O1 -0.839 -0.758 -0.334  -0.56
C8 -1.469 -1.113 -1.571  -0.07
H2 -2.505 -1.396 -1.359  0.20
C9 -1.427 0.080 -2.531  -0.45
C10 -2.226 1.270 -2.009  -0.22
N1 -1.580 1.818 -0.796  -0.54
H3 -1.357 1.001 -0.194  0.48
H4 -0.667 2.226 -1.037  0.44
C11 -2.351 2.841 -0.030  -0.05
C12 -2.302 4.196 -0.752  -0.43
H5 -1.959 4.076 -1.779  0.21
H6 -3.292 4.645 -0.796  0.24
C13 -1.333 5.083 0.050  -0.41
H7 -1.894 5.812 0.632  0.22
H8 -0.651 5.629 -0.596  0.23
C14 -0.597 4.131 0.993  -0.41
H9 -0.244 4.638 1.887  0.24
H10 0.267 3.676 0.506  0.19
C15 -1.656 3.079 1.311  -0.42
H11 -2.378 3.488 2.017  0.24
H12 -1.241 2.168 1.738  0.22
H13 -3.366 2.458 0.088  0.23
H14 -2.297 2.047 -2.772  0.23
H15 -3.236 0.952 -1.744  0.22
H16 -0.390 0.376 -2.703  0.22
H17 -1.848 -0.239 -3.484  0.25
H18 -0.962 -1.967 -2.023  0.22
Br1 1.573 0.898 0.029  0.03
H19 3.423 -1.148 1.096  0.24
H20 3.481 -4.823 1.360  0.23
H21 3.441 -3.812 2.800  0.24
H22 4.456 -3.347 1.438  0.23

=====

- What is the LUMO in the second record?
  0.84 eV